No. 1
2 unconnected molecules or ions with the total composition C4H7NOS in a non-equilibrium geometry, computed with ωB97M-V/def2-TZVPD.

Values from the calculation:
**Calculated total energy**: -684.696863 Eh
**Lowest unoccupied orbital energy**: 0.82 eV
**HOMO level**: -8.42 eV
**ΔE to the lowest compared entry with this formula, charge and spin**: 289.4 kJ/mol
**Multiplicity**: 1
**Molecular weight**: 117.2 g/mol

Each line ends with the natural charge from an NBO analysis.
Element x y z (Å)
C  1.64809  -1.67386  0.87792  0.738
C  0.21370  0.40667  -1.25026  -0.132
C  0.86180  -1.36116  1.85033  -0.801
C  -1.94464  0.68138  -0.25847  -0.406
N  -0.70504  1.20796  -0.77216  -0.588
O  2.36853  -1.94703  0.00823  -0.463
S  1.64742  1.20833  -1.78706  -0.002
H  -0.13894  -1.02094  1.67101  0.259
H  1.19386  -1.43794  2.86874  0.260
H  2.27215  0.07815  -2.11530  0.149
H  -2.01624  0.84625  0.82211  0.193
H  -2.79704  1.17439  -0.73353  0.199
H  -1.97980  -0.38652  -0.47109  0.230
H  -0.62385  2.22432  -0.71048  0.363

---

No. 2
A molecular structure, C28H81F4N9O17PbS4 in a non-equilibrium geometry, computed with ωB97M-V/def2-TZVPD.

Values from the calculation:
**Calculated total energy**: -5072.199261 Eh
**Lowest unoccupied orbital energy**: -1.10 eV
**HOMO level**: -8.69 eV
**ΔE to the lowest compared entry with this formula, charge and spin**: 139.5 kJ/mol
**Multiplicity**: 1
**Molecular weight**: 1227.5 g/mol

Each line ends with the Mulliken charge.
Element x y z (Å)
Pb  0.23144  -3.32277  2.28048  1.589
N  -1.57745  -4.78820  2.51147  -0.032
S  -2.92620  -4.82253  1.58729  1.012
O  -4.09878  -4.52309  2.31697  -0.733
O  -3.01627  -5.79967  0.57062  -0.614
F  -2.58337  -3.45849  0.84455  -0.092
S  -1.67455  -6.38434  3.05589  0.830
O  -1.00189  -7.33683  2.27217  -0.544
O  -2.87477  -6.74677  3.70167  -0.564
F  -0.73306  -6.11299  4.31900  -0.310
N  0.36580  -2.12910  0.12056  0.295
S  -0.52312  -0.88396  -0.57820  0.368
O  -1.17128  -1.12749  -1.82254  -0.276
O  -0.10141  0.43236  -0.27973  -0.287
F  -1.71496  -1.06123  0.44676  -0.114
S  1.38726  -2.37190  -1.07942  0.725
O  1.99379  -1.22188  -1.64146  -0.531
O  1.15039  -3.48185  -1.92951  -0.615
F  2.55883  -2.95957  -0.12749  -0.374
O  -3.66903  -0.88224  -3.32891  -0.606
H  -2.77606  -1.21169  -3.16008  0.294
H  -4.23930  -1.44558  -2.79510  0.281
O  -1.27131  -1.30756  3.11130  0.052
H  -0.80300  -0.55983  3.53438  0.016
H  -2.21511  -1.07784  3.15738  0.184
C  2.31037  5.56303  -1.22496  -0.666
C  3.54956  5.31253  -2.09013  0.658
C  3.35559  4.17529  -3.06395  -0.320
O  3.05291  3.00095  -2.35768  0.067
C  3.11700  1.83990  -3.17187  -0.610
N  3.64848  6.54585  -2.92998  -0.804
H  2.09574  4.73334  -0.52894  -0.090
H  1.38721  5.71096  -1.78411  0.041
H  2.47945  6.37156  -0.50918  0.431
H  4.45145  5.26227  -1.48175  0.207
H  4.21694  4.11633  -3.74556  0.336
H  2.50699  4.44012  -3.72350  -0.258
H  2.46355  1.96211  -4.05443  0.324
H  2.65411  1.01019  -2.64713  -0.148
H  4.13341  1.74281  -3.56075  0.436
H  2.80351  6.52430  -3.49270  0.290
H  3.66242  7.43789  -2.46029  0.264
C  -0.70953  5.97741  -4.47027  -1.106
C  -1.00743  4.76859  -5.34389  -0.030
C  -0.51118  3.48632  -4.66900  0.115
O  -1.14393  3.39175  -3.40501  -0.402
C  -1.05663  2.12772  -2.76683  -0.302
N  -2.41564  4.66121  -5.66476  -0.741
H  -1.20780  5.80193  -3.51550  0.263
H  -1.15911  6.88658  -4.86634  0.430
H  0.36921  6.07734  -4.36764  0.091
H  -0.44722  4.87008  -6.27821  0.407
H  0.57983  3.34388  -4.56723  -0.120
H  -0.81215  2.63831  -5.31542  0.220
H  -1.50048  1.35199  -3.40704  0.325
H  -1.63923  2.26233  -1.85826  0.136
H  -0.03926  1.79764  -2.52307  0.036
H  -2.93204  4.46337  -4.81363  0.309
H  -2.59872  3.90674  -6.31375  0.274
C  5.78746  1.40015  2.28256  -1.626
C  5.03171  2.68335  2.00189  0.958
C  3.55369  2.59217  2.32055  -0.858
O  2.90050  1.48910  1.70296  -0.109
C  2.73392  1.65043  0.31162  -0.117
N  5.59016  3.74936  2.88657  -0.773
H  5.50908  0.53899  1.67848  0.279
H  5.71237  1.07680  3.32628  0.322
H  6.85149  1.63707  2.18245  0.407
H  5.20759  2.92753  0.94930  0.092
H  3.04580  3.46358  1.86320  0.326
H  3.35345  2.57860  3.39025  0.381
H  3.67366  1.88413  -0.18506  0.397
H  1.99361  2.43423  0.10439  0.043
H  2.29746  0.76035  -0.12612  -0.446
H  4.94822  4.53194  2.75148  0.266
H  6.46762  4.03464  2.45812  0.302
C  4.06699  -6.17153  3.10055  -1.490
C  2.97537  -5.30779  2.48445  0.195
C  2.23971  -6.02601  1.37257  -0.977
O  1.14874  -5.29795  0.85382  0.228
C  0.56602  -5.97178  -0.25635  -1.203
N  1.93447  -4.97492  3.51522  -0.545
H  4.74764  -6.59074  2.34814  0.375
H  3.61391  -7.10995  3.43495  0.356
H  4.64302  -5.59364  3.81341  0.399
H  3.32551  -4.29103  2.26773  0.322
H  1.87984  -6.92688  1.90500  0.401
H  2.94523  -6.36302  0.60570  0.445
H  0.28174  -7.00012  -0.00872  0.341
H  1.31326  -6.07612  -1.04743  0.415
H  -0.31815  -5.47634  -0.64067  0.301
H  2.30991  -4.37814  4.24270  0.281
H  1.47722  -5.78952  3.91706  0.174
C  -5.26196  -1.27007  6.11317  -1.621
C  -5.27247  -2.06176  4.83241  0.592
C  -5.34912  -1.20499  3.57520  -0.952
O  -4.09845  -0.55956  3.33291  -0.065
C  -4.17931  0.35633  2.27021  -0.600
N  -4.19442  -3.08390  4.74098  -0.695
H  -6.11198  -0.58992  6.19061  0.386
H  -4.36745  -0.65294  6.26935  0.225
H  -5.24806  -1.90305  7.00266  0.405
H  -6.20215  -2.64728  4.83797  0.404
H  -6.13165  -0.43864  3.71209  0.342
H  -5.67083  -1.75610  2.68103  0.409
H  -3.16324  0.62207  1.97874  -0.176
H  -4.76602  1.25879  2.49305  0.276
H  -4.65873  -0.01996  1.35226  0.393
H  -4.39073  -3.59118  3.86743  0.465
H  -3.38723  -2.50671  4.48540  0.125
C  0.46598  -1.10300  -5.33659  -1.310
C  -0.08945  -2.50548  -5.28319  1.333
C  -0.77814  -2.86961  -6.58436  -1.031
O  -1.76514  -1.92069  -6.97785  -0.326
C  -3.02813  -2.17487  -6.39909  -0.646
N  0.94402  -3.53336  -5.03126  -0.828
H  0.95621  -0.86222  -6.28766  0.405
H  0.99589  -0.76434  -4.44678  0.117
H  -0.34989  -0.37112  -5.44179  0.321
H  -0.71170  -2.56700  -4.37332  -0.086
H  -1.16442  -3.89480  -6.65867  0.422
H  -0.04381  -2.75605  -7.38953  0.317
H  -2.99961  -2.52219  -5.36026  0.259
H  -3.48608  -3.00365  -6.95713  0.335
H  -3.62397  -1.26830  -6.40511  0.223
H  0.51333  -4.45075  -5.08490  0.296
H  1.33472  -3.47027  -4.09879  0.271
C  0.51150  3.25172  4.49391  -1.483
C  -0.50885  2.16794  4.14381  0.721
C  -1.82325  2.73849  3.67537  -0.318
O  -2.54638  3.39996  4.65627  -0.387
C  -3.59181  4.17566  4.14833  -0.751
N  0.05063  1.34743  3.04343  -0.183
H  0.83708  3.78900  3.59828  0.256
H  1.40816  2.80505  4.92859  0.353
H  0.09863  3.99866  5.17639  0.464
H  -0.69849  1.56702  5.03941  0.308
H  -2.40560  1.94653  3.17506  -0.073
H  -1.60071  3.39621  2.81133  0.428
H  -4.27077  4.40398  4.97200  0.280
H  -4.18991  3.74738  3.33746  0.260
H  -3.24249  5.16436  3.81480  0.326
H  0.03711  1.88332  2.17930  -0.189
H  1.03683  1.23946  3.26467  0.120

---

No. 3
A molecular structure, C22H31LaN3P2S in a non-equilibrium geometry, computed with ωB97M-V/def2-TZVPD.

Values from the calculation:
**Calculated total energy**: -2133.268447 Eh
**Lowest unoccupied orbital energy**: -3.59 eV
**HOMO level**: -9.46 eV
**Net charge**: +1
**ΔE to the lowest compared entry with this formula, charge and spin**: 230.6 kJ/mol
**Multiplicity**: 1
**Molecular weight**: 570.4 g/mol

Each line ends with the Mulliken charge.
Element x y z (Å)
C  -1.88458  2.89320  -3.66016  -0.505
C  -1.53191  1.55284  -3.42673  0.254
C  -0.15107  1.16637  -3.60672  0.121
C  0.90293  2.16456  -3.44770  1.034
C  0.45472  3.49839  -3.32510  -1.027
C  -0.86589  3.87902  -3.58448  -0.505
C  2.24144  1.73256  -3.23181  -0.863
C  2.50841  0.31744  -3.20721  1.128
C  1.40847  -0.59066  -3.35160  0.240
C  1.55610  -1.98296  -2.99389  0.037
C  2.85374  -2.52477  -2.89759  -0.576
C  3.94940  -1.63498  -2.78769  -0.467
C  3.73044  -0.25386  -2.80756  -1.009
H  -2.92726  3.18566  -3.82399  0.385
H  1.18333  4.24941  -3.04048  0.403
H  -1.14036  4.92788  -3.66914  0.396
H  2.89457  2.37745  -2.69315  0.385
H  3.01578  -3.61364  -2.86013  0.382
H  4.94700  -2.04229  -2.68079  0.423
H  4.54804  0.41689  -2.51059  0.359
N  0.14497  -0.16331  -3.63618  -0.466
La  0.38404  1.00405  1.22546  0.754
C  -2.41834  0.55860  -2.76895  -1.357
H  -2.21260  -0.44422  -3.16104  0.274
H  -3.49917  0.76949  -2.82717  0.672
C  0.33520  -2.66367  -2.48844  -1.306
H  -0.53485  -2.33643  -3.07223  0.335
H  0.37575  -3.77946  -2.44997  0.611
P  -1.86550  0.47283  -0.97100  0.968
P  0.05173  -1.94058  -0.76804  1.014
C  1.36760  -2.81999  0.15346  -1.510
H  1.23542  -2.58640  1.21009  0.348
H  1.22448  -3.88781  -0.02455  0.536
H  2.36460  -2.50836  -0.16075  0.320
C  -1.33516  -3.00231  -0.30132  -1.475
H  -0.94192  -4.01958  -0.23293  0.527
H  -1.70433  -2.67118  0.67081  0.267
H  -2.12607  -2.95384  -1.05059  0.370
C  -2.14230  2.21183  -0.41346  -1.715
H  -3.19976  2.38043  -0.64289  0.405
H  -2.00083  2.31662  0.68008  0.613
H  -1.54642  2.96690  -0.94349  0.308
C  -3.35990  -0.22822  -0.22011  -1.474
H  -3.23732  -0.24051  0.86677  0.257
H  -4.18425  0.42728  -0.50347  0.553
H  -3.53612  -1.23892  -0.58749  0.380
H  0.88233  0.74765  -0.43350  0.015
H  1.94225  -0.27958  1.09411  -0.216
S  -0.68557  -0.43527  3.02279  -0.431
C  0.14525  0.80529  3.90414  0.343
N  1.45640  1.30766  3.69691  -0.147
C  1.85858  2.08973  4.88983  -0.465
C  0.57916  2.27222  5.66002  -0.449
N  -0.35086  1.38447  4.99450  -0.064
H  2.11832  0.65528  3.26510  0.221
H  2.32422  3.01242  4.57655  0.312
H  2.59854  1.49580  5.49123  0.259
H  0.22236  3.31809  5.58066  0.284
H  0.66484  2.01672  6.71281  0.310
H  -1.33271  1.27982  5.21214  0.223

---

No. 4
2 unconnected molecules or ions with the total composition C2H7N3O2 in a non-equilibrium geometry, computed with ωB97M-V/def2-TZVPD.

Values from the calculation:
**Calculated total energy**: -394.931212 Eh
**Lowest unoccupied orbital energy (alpha / beta)**: 0.19 / 0.19 eV
**HOMO level (alpha / beta)**: -8.84 / -8.84 eV
**ΔE to the lowest compared entry with this formula, charge and spin**: 718.8 kJ/mol
**Multiplicity**: 1
**Molecular weight**: 105.1 g/mol

Each line ends with the natural charge from an NBO analysis.
Element x y z (Å)
C  0.07657  1.15608  0.61986  -0.432
C  -1.10827  -0.95285  0.12732  -0.236
N  0.49949  -0.19830  -1.37336  -0.662
N  -0.20599  -0.03422  -0.25768  -0.057
N  0.79283  -2.77233  -0.85746  0.377
O  0.07493  -3.60150  -1.31742  -0.411
O  1.67625  -2.91317  -0.05710  -0.418
H  -0.82330  1.30743  1.33490  0.233
H  0.96899  0.95594  1.23178  0.232
H  0.41292  2.03521  -0.08951  0.232
H  -1.72325  -0.78355  1.06742  0.196
H  -1.57150  -1.74265  -0.37806  0.231
H  1.11169  0.57262  -1.74519  0.370
H  0.57116  -1.72678  -1.12152  0.345

---

No. 5
A single C2H7BO3 molecule in a non-equilibrium geometry, computed with ωB97M-V/def2-TZVPD.

Values from the calculation:
**Calculated total energy**: -331.042268 Eh
**Lowest unoccupied orbital energy**: 0.28 eV
**HOMO level**: -10.04 eV
**ΔE to the lowest compared entry with this formula, charge and spin**: 199.4 kJ/mol
**Multiplicity**: 1
**Molecular weight**: 89.9 g/mol

Each line ends with the natural charge from an NBO analysis.
Element x y z (Å)
O  0.08218  1.19747  -2.25788  -0.715
C  -0.13739  0.05977  -1.50562  -0.014
C  -0.42701  0.54183  0.06366  -0.824
B  -0.14836  -0.45390  1.24180  1.116
O  1.06536  -1.16876  1.26667  -0.901
O  -1.00528  -0.47601  2.31360  -0.887
H  -0.33424  2.01217  -1.75262  0.470
H  0.69648  -0.56406  -1.53569  0.176
H  -1.05515  -0.51326  -1.70625  0.147
H  0.41044  1.28167  0.09882  0.238
H  -1.42568  1.00031  0.07183  0.226
H  1.38035  -1.48548  2.05732  0.483
H  -0.92273  -1.34361  2.74488  0.484

---

No. 6
A molecular structure, C10H6N2O5Sr in a non-equilibrium geometry, computed with ωB97M-V/def2-TZVPD.

Values from the calculation:
**Calculated total energy**: -900.565398 Eh
**Lowest unoccupied orbital energy**: -7.87 eV
**HOMO level**: -15.09 eV
**Net charge**: +2
**ΔE to the lowest compared entry with this formula, charge and spin**: 3.6 kJ/mol
**Multiplicity**: 1
**Molecular weight**: 321.8 g/mol

Each line ends with the natural charge from an NBO analysis.
Element x y z (Å)
O  -2.81534  2.79679  -2.88485  -0.427
C  -2.16019  2.14664  -2.21347  0.436
Sr  0.49387  -0.48901  0.50741  1.699
O  1.35140  3.34206  0.61406  -0.345
C  1.17953  2.20150  0.56040  0.401
C  -1.46396  -1.91568  -0.85271  0.401
O  -2.23023  -2.46189  -1.51695  -0.344
C  1.39079  -0.11013  -2.10905  0.404
O  1.85952  -0.04595  -3.16905  -0.348
C  -1.82911  0.54417  1.66465  0.404
O  -2.74472  0.92270  2.26517  -0.347
N  4.23118  -4.21359  4.33140  -0.732
C  3.44984  -3.43174  3.52941  0.267
C  3.93940  -2.22970  2.97083  -0.281
C  3.12362  -1.44629  2.17780  0.044
N  1.85114  -1.84135  1.89495  -0.744
C  1.34796  -3.00194  2.39894  0.044
C  2.11720  -3.79745  3.22777  -0.280
H  5.18815  -3.93374  4.52460  0.423
H  3.85569  -5.06267  4.72713  0.423
H  4.95949  -1.92012  3.16713  0.250
H  3.43693  -0.48237  1.73920  0.201
H  0.31394  -3.24845  2.10096  0.201
H  1.69867  -4.70422  3.64570  0.249